1.
The following is a DFT calculation (ωB97M-V/def2-TZVPD) of the molecule C25H39NO3 at a distorted geometry.

The total charge is 0. As for the relative energy (zero: lowest compared OMol25 entry of this formula, charge and spin): 327.56 kJ/mol. As for the structure (SMILES): CCOC(=O)[C@@]1([C@@H](c2ccc(C)cc2)N(C)C)CCCCCCCCCCC1=O. As for the HOMO energy: -8.19 eV. Its frontier orbital gap is 0.3267 hartree.

Last column: natural (NBO) charge in e.
Geometry (Å):
C: -1.78 -1.00 4.46  -0.63
C: -1.21 -1.93 3.41  -0.07
O: -0.53 -1.02 2.49  -0.56
C: 0.39 -1.50 1.60  0.86
C: 0.75 -0.36 0.66  -0.21
C: 1.98 -0.65 -0.21  0.64
O: 2.92 0.14 -0.17  -0.56
C: 2.18 -1.86 -1.10  -0.52
C: 2.01 -1.53 -2.59  -0.38
C: 3.02 -0.49 -3.16  -0.41
C: 2.45 0.93 -3.35  -0.40
C: 3.33 2.05 -2.77  -0.40
C: 2.55 3.21 -2.14  -0.39
C: 1.69 2.81 -0.94  -0.41
C: 2.41 2.77 0.40  -0.40
C: 1.59 2.22 1.56  -0.39
C: 1.26 0.74 1.74  -0.41
O: 0.79 -2.64 1.61  -0.61
H: -2.55 -1.49 5.05  0.22
H: -0.97 -0.69 5.13  0.21
H: -2.20 -0.10 4.00  0.22
H: -0.49 -2.65 3.83  0.20
H: -2.00 -2.47 2.87  0.20
H: 3.23 -2.14 -0.94  0.24
H: 1.55 -2.69 -0.75  0.23
H: 2.17 -2.47 -3.14  0.21
H: 0.97 -1.23 -2.80  0.19
H: 3.92 -0.47 -2.53  0.22
H: 3.33 -0.86 -4.15  0.20
H: 2.37 1.10 -4.44  0.20
H: 1.42 0.98 -2.97  0.19
H: 4.04 1.64 -2.03  0.21
H: 3.92 2.47 -3.59  0.20
H: 3.25 3.99 -1.82  0.20
H: 1.87 3.65 -2.88  0.19
H: 0.83 3.50 -0.86  0.18
H: 1.25 1.82 -1.10  0.22
H: 3.36 2.23 0.30  0.22
H: 2.66 3.82 0.65  0.19
H: 2.19 2.45 2.45  0.21
H: 0.70 2.85 1.69  0.19
H: 0.57 0.70 2.59  0.24
H: 2.18 0.28 2.11  0.22
C: -1.35 1.37 -1.87  -0.40
N: -0.69 1.16 -0.58  -0.47
C: -1.19 2.03 0.48  -0.41
C: -0.43 -0.24 -0.23  -0.10
C: -1.74 -1.02 0.08  0.07
C: -2.97 -0.38 0.24  -0.26
C: -4.08 -1.08 0.70  -0.16
C: -4.05 -2.46 0.83  -0.05
C: -5.24 -3.18 1.39  -0.63
C: -2.89 -3.14 0.41  -0.21
C: -1.73 -2.43 0.11  -0.25
H: -1.11 2.38 -2.22  0.20
H: -0.97 0.63 -2.59  0.20
H: -2.44 1.25 -1.77  0.17
H: -0.69 3.00 0.39  0.20
H: -2.27 2.24 0.37  0.17
H: -1.00 1.58 1.45  0.22
H: -0.12 -0.66 -1.20  0.23
H: -3.08 0.67 0.00  0.21
H: -4.99 -0.52 0.94  0.20
H: -4.94 -4.13 1.85  0.22
H: -5.73 -2.58 2.16  0.22
H: -5.99 -3.41 0.63  0.22
H: -2.88 -4.23 0.37  0.21
H: -0.81 -2.98 -0.11  0.23

=====

2.
The following is a DFT calculation (ωB97M-V/def2-TZVPD) of a 5-piece molecular cluster, C25H40BrN4O14S overall at a distorted geometry.

The total charge is +1. As for the HOMO energy: -11.96 eV. Its frontier orbital gap is 0.2969 hartree.

Last column: Löwdin charge in e.
Geometry (Å):
C: 3.62 -0.40 0.18  -0.17
C: 2.06 -0.61 -0.38  -0.51
S: 2.06 0.01 -2.15  0.84
C: 0.89 1.45 -2.41  -0.42
N: 0.79 2.42 -1.26  -0.10
C: 2.09 2.79 -0.52  0.07
N: 1.78 3.74 0.62  0.12
C: 0.26 3.83 0.43  -0.27
N: -0.43 4.61 1.31  -0.41
Br: -2.26 4.92 1.43  0.82
N: -0.34 3.07 -0.71  -0.03
C: -1.69 2.89 -1.30  -0.14
C: -2.49 1.64 -0.53  -0.16
C: -1.74 1.13 0.83  -0.10
C: -2.49 -0.25 1.42  -0.24
O: -2.60 -0.52 2.73  -0.01
O: -3.01 -1.26 0.46  -0.02
H: 3.78 0.73 0.52  0.05
H: 4.31 -0.57 -0.75  0.07
H: 3.85 -1.09 1.10  0.10
H: 1.38 -0.01 0.36  0.07
H: 1.81 -1.77 -0.27  0.08
H: 1.22 2.02 -3.38  0.09
H: -0.18 0.97 -2.66  0.11
H: 3.15 2.36 -0.81  0.15
H: 0.16 5.10 2.04  0.13
H: -1.67 2.55 -2.45  0.15
H: -2.38 3.86 -1.31  0.12
H: -2.49 0.70 -1.28  0.12
H: -3.64 1.90 -0.37  0.14
H: -0.65 0.76 0.53  0.11
H: -1.66 1.96 1.68  0.11
H: -2.37 -1.35 -0.33  0.12
C: -4.93 -0.25 4.50  -0.03
C: -5.72 -1.27 5.29  -0.35
C: -5.69 -2.65 4.71  -0.11
O: -6.90 -3.21 5.20  0.06
C: -7.76 -2.16 5.38  -0.51
O: -8.95 -2.28 5.61  0.14
O: -7.11 -0.97 5.26  0.08
H: -5.22 0.77 4.77  0.09
H: -3.85 -0.38 4.67  0.07
H: -5.11 -0.35 3.42  0.08
H: -5.40 -1.26 6.34  0.16
H: -4.83 -3.23 5.05  0.14
H: -5.73 -2.67 3.61  0.14
C: 0.34 -2.31 -7.62  -0.01
C: 1.21 -1.10 -7.34  -0.34
C: 2.46 -1.40 -6.58  -0.10
O: 2.74 -0.16 -5.96  0.07
C: 1.54 0.46 -5.79  -0.49
O: 1.37 1.46 -5.12  0.07
O: 0.55 -0.19 -6.48  0.09
H: -0.67 -2.01 -7.90  0.09
H: 0.76 -2.92 -8.43  0.10
H: 0.25 -2.94 -6.73  0.08
H: 1.42 -0.57 -8.28  0.16
H: 3.28 -1.71 -7.23  0.15
H: 2.32 -2.16 -5.80  0.14
C: 5.54 5.08 5.17  -0.01
C: 4.94 4.40 3.96  -0.35
C: 3.49 4.05 4.12  -0.12
O: 3.35 2.96 3.21  0.03
C: 4.57 2.36 3.14  -0.50
O: 4.78 1.29 2.61  0.12
O: 5.53 3.13 3.75  0.10
H: 6.63 5.05 5.13  0.09
H: 5.22 6.13 5.23  0.09
H: 5.24 4.59 6.10  0.09
H: 5.11 5.01 3.06  0.16
H: 2.82 4.87 3.84  0.14
H: 3.23 3.69 5.12  0.14
C: -1.28 -4.56 -0.50  -0.02
C: -0.49 -5.33 -1.53  -0.35
C: 0.99 -5.09 -1.47  -0.11
O: 1.40 -5.38 -2.80  0.07
C: 0.32 -5.12 -3.60  -0.50
O: 0.36 -5.08 -4.81  0.13
O: -0.80 -4.91 -2.85  0.09
H: -2.34 -4.53 -0.77  0.09
H: -1.18 -5.01 0.49  0.10
H: -0.95 -3.52 -0.44  0.07
H: -0.72 -6.40 -1.46  0.17
H: 1.50 -5.74 -0.76  0.15
H: 1.25 -4.04 -1.26  0.12

=====

3.
The following is a DFT calculation (ωB97M-V/def2-TZVPD) of C25H40ClN4SeSrTe as an isolated structure at a distorted geometry.

The total charge is +1. As for the relative energy (zero: lowest compared OMol25 entry of this formula, charge and spin): 79.80 kJ/mol. As for the HOMO energy: -8.81 eV. Its frontier orbital gap is 0.2129 hartree.

Last column: Löwdin charge in e.
Geometry (Å):
Sr: -0.21 -0.40 0.80  1.14
N: 0.11 0.92 -5.74  0.05
C: -1.08 0.05 -5.56  -0.10
C: -1.54 0.12 -4.09  -0.21
N: -0.49 -0.19 -3.16  -0.07
C: 0.69 0.61 -3.39  -0.25
C: 1.20 0.51 -4.82  -0.10
H: -0.16 1.89 -5.51  0.19
H: 0.42 0.91 -6.72  0.19
H: -0.80 -0.98 -5.81  0.14
H: -1.89 0.37 -6.22  0.14
H: -2.37 -0.57 -3.96  0.10
H: -1.90 1.13 -3.87  0.13
H: -0.26 -1.17 -3.18  0.09
H: 1.47 0.27 -2.69  -0.02
H: 0.47 1.66 -3.14  0.13
H: 1.47 -0.52 -5.05  0.15
H: 2.07 1.16 -4.97  0.13
Se: 2.71 -0.04 -0.61  0.49
C: 3.90 1.42 -1.00  -0.67
C: 4.58 2.07 0.02  -0.15
C: 5.54 3.02 -0.28  -0.09
C: 5.82 3.33 -1.60  -0.10
C: 5.14 2.69 -2.62  -0.10
C: 4.18 1.74 -2.32  -0.16
H: 4.38 1.81 1.05  0.08
H: 6.08 3.51 0.52  0.11
H: 6.58 4.06 -1.84  0.10
H: 5.36 2.92 -3.65  0.10
H: 3.68 1.20 -3.11  0.07
C: 0.32 0.88 4.47  -0.16
C: 1.29 1.53 5.49  -0.15
N: 2.57 1.81 4.86  -0.17
C: 3.14 0.57 4.36  -0.14
C: 2.19 -0.07 3.33  -0.17
N: 0.99 0.76 3.17  -0.24
C: 1.39 2.10 2.73  -0.17
C: 2.35 2.73 3.76  -0.15
H: -0.57 1.49 4.34  0.11
H: 0.03 -0.12 4.80  0.11
H: 1.47 0.86 6.34  0.12
H: 0.89 2.47 5.88  0.12
H: 3.30 -0.09 5.22  0.12
H: 4.11 0.80 3.92  0.12
H: 1.86 -1.07 3.67  0.12
H: 2.67 -0.18 2.36  0.05
H: 0.48 2.70 2.62  0.12
H: 1.87 2.01 1.75  0.08
H: 1.94 3.65 4.18  0.12
H: 3.32 2.96 3.32  0.12
Cl: -2.97 0.77 1.88  0.67
C: -3.75 -0.77 1.81  -0.63
C: -5.10 -0.80 1.51  -0.13
C: -5.76 -2.01 1.45  -0.13
C: -5.05 -3.19 1.61  -0.11
C: -3.69 -3.15 1.85  -0.08
C: -3.00 -1.94 2.01  -0.41
C: -1.60 -1.90 2.38  -0.32
H: -5.63 0.12 1.34  0.10
H: -6.83 -2.04 1.27  0.11
H: -5.56 -4.13 1.55  0.11
H: -3.13 -4.07 1.98  0.11
H: -1.19 -2.89 2.58  0.02
H: -1.44 -1.24 3.23  0.00
C: -4.57 -2.09 -1.73  -0.43
Te: -2.65 -3.06 -1.78  1.08
C: -3.45 -5.05 -1.50  -0.42
H: -5.12 -2.43 -0.87  -0.03
H: -5.15 -2.30 -2.62  0.00
H: -4.41 -1.02 -1.63  -0.01
H: -3.93 -5.40 -2.41  0.00
H: -4.16 -5.05 -0.69  -0.01
H: -2.63 -5.71 -1.25  0.00

=====

4.
The following is a DFT calculation (ωB97M-V/def2-TZVPD) of the molecule C25H40N4O3.

The total charge is 0. As for the relative energy (zero: lowest compared OMol25 entry of this formula, charge and spin): 18.45 kJ/mol. As for the structure (SMILES): Cc1ccc(CNC(=O)[C@@H](NC(=O)C2CCN(C(=O)[C@@H](N)CC(C)C)CC2)C(C)C)cc1. As for the HOMO energy: -8.85 eV. Its frontier orbital gap is 0.3465 hartree.

Last column: natural (NBO) charge in e.
Geometry (Å):
C: -6.63 -4.61 1.38  -0.63
C: -5.69 -3.68 0.66  -0.02
C: -6.07 -2.38 0.36  -0.20
C: -5.21 -1.54 -0.32  -0.23
C: -3.95 -1.97 -0.71  0.04
C: -3.57 -3.27 -0.40  -0.22
C: -4.43 -4.11 0.27  -0.21
H: -4.12 -5.12 0.50  0.21
H: -2.59 -3.63 -0.70  0.21
C: -3.03 -1.03 -1.43  -0.27
N: -2.74 0.14 -0.62  -0.62
C: -3.10 1.38 -0.99  0.68
O: -3.65 1.66 -2.03  -0.64
C: -2.65 2.44 0.04  -0.14
N: -1.23 2.65 -0.17  -0.60
C: -0.30 1.84 0.37  0.70
O: -0.59 0.95 1.15  -0.67
C: 1.12 2.15 -0.09  -0.31
C: 2.17 1.48 0.80  -0.39
H: 1.96 1.70 1.85  0.22
H: 3.15 1.89 0.55  0.21
C: 2.19 -0.04 0.61  -0.23
N: 2.35 -0.39 -0.78  -0.45
C: 3.36 -1.08 -1.36  0.68
O: 3.40 -1.27 -2.56  -0.65
C: 4.48 -1.64 -0.46  -0.14
N: 5.18 -2.72 -1.14  -0.82
H: 4.54 -3.50 -1.28  0.36
H: 5.45 -2.39 -2.06  0.37
H: 4.05 -2.06 0.46  0.20
C: 5.46 -0.50 -0.11  -0.39
H: 4.90 0.42 0.02  0.20
H: 6.12 -0.36 -0.97  0.21
C: 6.29 -0.77 1.14  -0.21
C: 6.98 0.52 1.60  -0.60
H: 6.24 1.29 1.84  0.20
H: 7.59 0.34 2.48  0.21
H: 7.62 0.90 0.81  0.20
C: 7.33 -1.86 0.90  -0.62
H: 8.07 -1.51 0.18  0.20
H: 6.85 -2.74 0.49  0.24
H: 7.84 -2.12 1.83  0.20
H: 5.62 -1.10 1.94  0.19
C: 1.30 0.16 -1.62  -0.22
C: 1.31 1.68 -1.54  -0.40
H: 0.53 2.08 -2.19  0.21
H: 2.27 2.05 -1.91  0.22
H: 1.48 -0.18 -2.64  0.25
H: 0.34 -0.22 -1.27  0.19
H: 2.99 -0.47 1.21  0.21
H: 1.23 -0.44 0.96  0.23
H: 1.26 3.24 -0.04  0.22
H: -0.97 3.31 -0.89  0.40
H: -2.76 2.04 1.05  0.23
C: -3.43 3.75 -0.10  -0.20
C: -2.89 4.81 0.86  -0.61
H: -2.99 4.47 1.89  0.20
H: -1.84 5.02 0.66  0.21
H: -3.44 5.74 0.74  0.21
C: -4.91 3.49 0.19  -0.61
H: -5.47 4.42 0.11  0.21
H: -5.32 2.79 -0.53  0.23
H: -5.05 3.09 1.19  0.20
H: -3.33 4.09 -1.13  0.21
H: -2.25 0.00 0.25  0.43
H: -3.49 -0.66 -2.35  0.24
H: -2.09 -1.54 -1.69  0.20
H: -5.52 -0.53 -0.56  0.22
H: -7.05 -2.02 0.65  0.21
H: -7.18 -5.21 0.66  0.22
H: -7.35 -4.05 1.97  0.22
H: -6.09 -5.28 2.03  0.22